Below is 2 unconnected molecules or ions with the total composition C6H16NO2 in a non-equilibrium geometry, with properties calculated with ωB97M-V with the def2-TZVPD basis set.

```
25
Properties=species:S:1:pos:R:3:mulliken_charge:R:1
C -1.06403 -1.28276 -1.05671 -1.854
C 0.65722 -1.68946 0.72199 -1.329
C -1.94453 0.75737 1.08590 -0.806
C 0.37028 1.24419 1.56713 -0.905
C 1.46059 0.37016 -1.37497 0.044
C -0.11196 -0.58532 -0.07239 0.660
N -0.59042 0.64386 0.58469 0.057
O 1.41493 -0.07269 -2.61810 -0.500
O 1.18455 1.66155 -1.14102 -0.418
H -1.51674 -0.46490 -1.58471 0.458
H -1.76339 -2.05823 -0.52657 0.372
H -0.47912 -1.84690 -1.72747 0.534
H 0.09238 -1.89220 1.64666 0.349
H 1.68314 -1.37647 0.90109 0.390
H 1.02739 -2.51100 0.10812 0.394
H -2.03711 0.53611 2.14102 0.329
H -2.32034 1.81764 0.82693 0.328
H -2.47527 0.02583 0.58670 0.389
H 0.26040 0.73975 2.57322 0.380
H 1.38813 1.27643 1.12535 0.285
H -0.03093 2.27997 1.86001 0.393
H 2.42591 0.05995 -0.87775 0.325
H -0.46569 1.31162 -0.22790 0.458
H 1.67385 -1.02094 -2.58491 0.392
H 1.16078 2.07643 -1.93629 0.276
```

Results
Gap between HOMO and LUMO in eV: 9.52
LUMO in eV: -2.792
Net charge: +1
E_tot in eV: -12056.7484
Molecular weight in g/mol: 134.2
Strongest force on any atom in eV Å⁻¹: 4.924
Highest occupied orbital energy in eV: -12.32
ΔE to the lowest compared entry with this formula, charge and spin in kcal per mole: 85.34